Entry 1:
13
Properties=species:S:1:pos:R:3:forces:R:3:lowdin_charge:R:1 method="wB97M-V/def2-TZVPD" multiplicity=6 relative_energy_ev=0.733 e_tot_ev=-14205.700 charge=+1
H -2.45391 -0.23400 0.89406 0.3 0.0 0.2 0.11
C -0.02583 -0.42613 -0.14210 -1.4 -1.2 1.1 -0.25
Ir 1.00353 2.39941 -0.32869 0.6 0.1 -0.1 1.54
O 2.09750 -0.86377 -2.21798 -1.4 2.7 0.5 0.23
H -1.85189 0.35849 2.47057 0.1 -0.2 -0.2 0.11
O -0.43705 0.24862 1.02523 1.2 0.5 -1.1 -0.22
H -0.89842 -0.80900 -0.69959 0.3 -0.1 0.2 0.17
H -1.45536 -1.30943 1.93573 0.0 0.4 -0.1 0.11
H 0.67117 -1.24097 0.12014 0.0 0.3 -0.4 0.17
O 0.56225 0.53253 -0.95058 0.4 0.4 -0.8 -0.33
C 1.89567 0.26899 -1.89385 2.5 -3.8 -0.4 -0.56
O 2.50529 1.34484 -1.81879 -1.5 1.2 0.6 -0.03
C -1.61296 -0.26959 1.60585 -1.0 -0.4 0.5 -0.06


Entry 2:
13
Properties=species:S:1:pos:R:3:forces:R:3:lowdin_charge:R:1 method="wB97M-V/def2-TZVPD" multiplicity=2 relative_energy_ev=1.588 e_tot_ev=-13954.073 charge=0
Li 1.61695 -2.53397 -2.92336 -0.4 0.3 0.0 0.46
H -0.59134 2.04093 -0.03109 0.0 -0.3 0.1 0.13
H 0.92601 1.19316 0.35035 -0.2 0.0 -0.1 0.11
O -0.21490 0.43227 -1.21779 -0.3 0.1 0.3 -0.10
O -1.18180 1.08638 2.18177 0.1 0.3 0.2 -0.06
H -1.76183 -0.21184 0.65928 0.3 0.1 0.0 0.13
C -0.85636 0.22809 1.11047 -0.1 -0.5 -0.3 -0.25
H -0.20058 -0.59605 1.44252 -0.2 0.1 -0.1 0.12
C 0.73136 -0.49566 -1.49337 0.3 -0.6 0.3 -0.43
O 0.36801 -1.25418 -2.41969 0.5 -0.2 -0.3 -0.25
Na 2.92282 -1.52667 -0.58972 -0.1 0.2 0.0 0.27
H -1.63146 0.58746 2.86808 0.0 0.0 0.0 0.09
C -0.12688 1.05008 0.06256 0.3 0.5 -0.2 -0.21